Record 1
Formula: C27H36N6O9Sr
Source: the Open Molecules 2025 dataset
Level of theory: the ωB97M-V functional and the def2-TZVPD basis

CARTESIAN COORDINATES (ANGSTROEM)
Sr (-0.911, 1.165, 0.146)
O (-3.195, 5.263, 0.157)
C (-2.371, 4.336, 0.165)
O (-2.560, 3.105, 0.311)
C (-0.904, 4.737, -0.096)
N (0.110, 3.822, 0.454)
C (0.234, 4.014, 1.916)
C (-0.594, 3.058, 2.784)
N (-0.275, 1.628, 2.669)
C (1.034, 1.242, 3.210)
C (2.278, 1.441, 2.346)
N (2.197, 0.866, 1.008)
C (3.228, 1.411, 0.131)
C (2.821, 1.345, -1.333)
N (1.508, 1.891, -1.649)
C (1.450, 3.351, -1.618)
C (1.377, 4.031, -0.249)
C (1.124, 1.431, -2.992)
C (-0.384, 1.466, -3.308)
O (-0.692, 1.430, -4.506)
O (-1.159, 1.417, -2.312)
C (2.334, -0.594, 1.034)
C (1.121, -1.423, 1.483)
O (1.390, -2.459, 2.126)
O (-0.003, -1.039, 1.087)
C (-1.299, 0.836, 3.405)
C (-2.723, 0.765, 2.783)
O (-3.649, 1.005, 3.571)
O (-2.776, 0.389, 1.580)
H (-0.736, 5.759, 0.270)
H (-0.811, 4.761, -1.184)
H (-0.075, 5.032, 2.191)
H (1.285, 3.943, 2.197)
H (-1.648, 3.169, 2.523)
H (-0.494, 3.401, 3.830)
H (0.976, 0.180, 3.445)
H (1.207, 1.759, 4.172)
H (3.115, 0.995, 2.917)
H (2.519, 2.498, 2.243)
H (4.176, 0.856, 0.245)
H (3.459, 2.433, 0.426)
H (2.797, 0.297, -1.633)
H (3.610, 1.829, -1.941)
H (0.563, 3.638, -2.186)
H (2.316, 3.773, -2.164)
H (1.551, 5.109, -0.417)
H (2.185, 3.697, 0.395)
H (1.389, 0.376, -3.086)
H (1.658, 1.985, -3.779)
H (3.206, -0.887, 1.639)
H (2.502, -0.946, 0.013)
H (-1.408, 1.184, 4.442)
H (-0.954, -0.199, 3.422)
C (-2.896, -4.091, -0.216)
N (-2.332, -3.640, -1.497)
N (-0.955, -3.409, -1.383)
C (-0.605, -2.145, -1.859)
O (0.542, -1.735, -1.954)
C (-1.888, -1.542, -2.231)
C (-2.851, -2.433, -1.966)
C (-4.326, -2.245, -2.065)
C (-0.103, -4.516, -1.194)
C (0.982, -4.404, -0.337)
C (1.818, -5.497, -0.157)
C (1.566, -6.698, -0.805)
C (0.464, -6.807, -1.645)
C (-0.368, -5.716, -1.847)
H (-2.426, -5.034, 0.059)
H (-3.963, -4.257, -0.343)
H (-2.716, -3.348, 0.566)
H (-1.988, -0.528, -2.592)
H (-4.530, -1.338, -2.629)
H (-4.767, -2.125, -1.073)
H (-4.804, -3.093, -2.559)
H (1.149, -3.493, 0.224)
H (2.656, -5.399, 0.522)
H (2.215, -7.552, -0.651)
H (0.254, -7.742, -2.151)
H (-1.225, -5.781, -2.504)

Values from the calculation:
* relative energy (zero: lowest compared OMol25 entry of this formula, charge and spin): 0.40 kcal/mol
* LUMO level: 0.1576 hartree
* HOMO-LUMO gap: 0.271 Ha
* net charge: -2
* HOMO: -3.099 eV
* molar mass: 676.2 g mol⁻¹

=====

Record 2
Formula: C27H37F15N2O4PS2
Source: the Open Molecules 2025 dataset
Level of theory: the ωB97M-V functional and the def2-TZVPD basis

CARTESIAN COORDINATES (ANGSTROEM)
C (0.193, -1.871, 2.930)
C (-0.767, -1.189, 2.773)
C (-2.060, -0.524, 2.560)
C (-2.354, 0.178, 1.192)
C (-3.363, -0.600, 0.290)
C (-3.727, -2.034, 0.676)
C (-2.556, -3.046, 0.561)
C (-2.372, -3.902, 1.818)
C (-1.761, -5.279, 1.540)
F (-1.127, -5.295, 0.319)
F (-2.723, -6.238, 1.480)
C (-0.630, -5.715, 2.542)
F (0.179, -4.649, 2.746)
F (0.097, -6.700, 1.978)
S (-1.207, -6.376, 4.240)
F (-1.808, -7.648, 3.512)
F (-2.605, -5.613, 4.087)
F (-0.635, -5.097, 4.998)
F (0.183, -7.114, 4.440)
F (-1.704, -6.951, 5.620)
C (-2.853, 1.631, 1.415)
C (-1.605, 2.521, 1.320)
P (-2.155, 4.258, 0.855)
S (-0.883, 5.348, -0.108)
C (-0.827, 2.653, 2.636)
O (-1.391, 2.879, 3.660)
C (0.729, 2.652, 2.569)
F (1.074, 3.712, 1.790)
F (1.171, 1.522, 1.932)
C (1.442, 2.732, 3.949)
F (1.265, 3.976, 4.439)
F (0.871, 1.830, 4.782)
C (2.986, 2.431, 3.873)
F (3.483, 2.982, 2.733)
F (3.560, 3.043, 4.931)
C (3.333, 0.914, 3.939)
O (3.395, 0.359, 4.975)
O (3.651, 0.347, 2.752)
N (-0.925, 1.853, 0.221)
C (-1.098, 0.468, 0.346)
O (-0.384, -0.331, -0.205)
H (1.093, -2.421, 3.123)
H (-2.178, 0.222, 3.355)
H (-2.833, -1.273, 2.744)
H (-2.983, -0.607, -0.738)
H (-4.291, -0.018, 0.261)
H (-4.181, -2.054, 1.672)
H (-4.513, -2.338, -0.023)
H (-2.762, -3.699, -0.287)
H (-1.631, -2.497, 0.355)
H (-1.775, -3.388, 2.575)
H (-3.347, -4.100, 2.273)
H (-3.468, 1.869, 0.541)
H (-3.487, 1.805, 2.286)
H (-2.572, 4.747, 2.102)
H (-3.349, 3.995, 0.169)
H (2.894, 0.354, 2.148)
H (0.032, 2.114, 0.015)
C (4.556, 2.616, -5.415)
C (4.113, 1.155, -5.528)
C (2.619, 0.861, -5.538)
N (1.832, 1.072, -4.258)
C (0.473, 0.442, -4.492)
C (-0.524, 0.722, -3.386)
C (-0.684, 2.221, -3.157)
C (0.675, 2.840, -2.864)
C (1.676, 2.547, -3.967)
C (2.512, 0.379, -3.125)
H (4.616, 2.959, -4.383)
H (5.553, 2.729, -5.836)
H (3.890, 3.284, -5.964)
H (4.619, 0.544, -4.779)
H (4.458, 0.768, -6.489)
H (2.474, -0.191, -5.782)
H (2.113, 1.455, -6.299)
H (0.118, 0.842, -5.444)
H (0.652, -0.626, -4.609)
H (-1.473, 0.271, -3.680)
H (-0.225, 0.225, -2.460)
H (-1.370, 2.404, -2.332)
H (-1.123, 2.683, -4.047)
H (1.062, 2.478, -1.908)
H (0.590, 3.922, -2.763)
H (2.659, 2.916, -3.695)
H (1.372, 3.015, -4.904)
H (3.456, 0.876, -2.919)
H (2.686, -0.657, -3.408)
H (1.882, 0.415, -2.243)

Values from the calculation:
* LUMO level: -0.1041 hartree
* HOMO-LUMO gap: 0.326 Ha
* net charge: +1
* HOMO: -11.711 eV
* molar mass: 833.7 g mol⁻¹